Record 1
An isolated ion of composition C5F4O5S and charge -2 in a non-equilibrium geometry, computed with ωB97M-V/def2-TZVPD.

## Properties
- DFT total energy (eV) = -37121.9714
- HOMO energy (eV) = -0.5
- LUMO energy (eV) = 5.648
- multiplicity = 1
- gap between HOMO and LUMO (Ha) = 0.22425
- energy above the lowest of the compared OMol25 structures with the same formula, charge and spin (eV) = 0.422
- maximum force (eV/Å) = 3.0
- SMILES = O=[S@@]1([O-])=C(C(F)(F)C(F)(F)C2=C([O-])O2)O1
- total charge = -2

```
15
C5F4O5S ωB97M-V/def2-TZVPD
C -1.79507 0.85973 0.06351
C 1.40998 0.93038 -0.08630
C -3.02627 0.46568 0.61492
C -0.88448 -0.38460 -0.19391
C 0.47183 0.05218 -0.87460
O -2.25674 0.93989 1.61848
O 3.18229 -1.33424 -0.03410
O -4.17801 0.10308 0.48334
O 1.66472 0.21357 1.19774
O 4.10539 0.89249 0.54710
F -0.62874 -0.96528 0.98373
F -1.69291 -1.29350 -0.88620
F 1.03964 -1.01315 -1.47653
F 0.07827 0.79960 -2.04457
S 2.94158 0.07762 0.17213
```

=====

Record 2
A 3-piece molecular cluster, C12H18ClF9N2O7S overall, computed with ωB97M-V/def2-TZVPD.

## Properties
- DFT total energy (eV) = -77856.7698
- HOMO energy (eV) = -11.0
- LUMO energy (eV) = 0.164
- multiplicity = 1
- gap between HOMO and LUMO (Ha) = 0.41078
- maximum force (eV/Å) = 0.7
- SMILES = O=CO[C@H](CCCCC(F)(F)C(F)(F)S(F)(F)(F)(F)F)CC(=O)Cl.C[N+](=O)[O-].C[N+](=O)[O-]

```
50
C12H18ClF9N2O7S ωB97M-V/def2-TZVPD
O -1.03503 3.79379 0.75180
C -0.69454 2.68303 0.46716
O -1.08026 1.59313 1.16417
C -0.04109 1.00773 1.97472
C -0.43065 -0.43374 2.23412
C -0.12358 -1.41516 1.10407
C 1.28130 -1.28456 0.49383
C 1.31820 -0.34760 -0.73814
C 1.74485 -1.11246 -1.96985
F 1.00540 -2.24789 -2.16069
F 3.04897 -1.51925 -1.79635
C 1.80032 -0.34510 -3.32861
F 2.20942 -1.18960 -4.28105
F 2.70641 0.63876 -3.20813
S 0.19123 0.47102 -3.93477
F 0.36828 1.57838 -2.79886
F -0.68473 -0.39974 -2.93520
F -0.03857 -0.62079 -5.05166
F 1.02772 1.35420 -4.94904
F -1.12060 1.20782 -4.39903
C 0.11695 1.82135 3.27920
C 1.51600 1.64819 3.76524
O 1.90677 0.76987 4.45638
Cl 2.65472 2.79961 3.04896
H -0.08590 2.48658 -0.42439
H 0.89803 1.07296 1.41837
H -1.51209 -0.41350 2.39022
H 0.00868 -0.76671 3.17324
H -0.22986 -2.43235 1.48184
H -0.87322 -1.32383 0.31624
H 1.96906 -0.89280 1.24344
H 1.66138 -2.26738 0.22982
H 0.35765 0.12698 -0.88178
H 2.08488 0.41703 -0.60915
H -0.56020 1.43499 4.03771
H -0.11043 2.86658 3.08991
C 1.22086 -6.14571 -1.75013
N 1.65843 -5.27177 -0.62745
O 0.87061 -5.06430 0.27146
O 2.77951 -4.81955 -0.69083
H 0.20449 -6.46487 -1.55648
H 1.29082 -5.55674 -2.65934
H 1.90547 -6.98699 -1.78923
C -4.17604 4.71964 1.41115
N -4.82081 3.59259 2.13797
O -5.87674 3.17130 1.71787
O -4.23353 3.16240 3.10799
H -4.80982 4.99709 0.57776
H -4.06494 5.53734 2.11622
H -3.20376 4.37004 1.07929
```

=====

Record 3
A 2-piece molecular cluster, C5H12N2O overall in a non-equilibrium geometry, computed with ωB97M-V/def2-TZVPD.

## Properties
- DFT total energy (eV) = -10405.0027
- HOMO energy (eV) = -9.6
- LUMO energy (eV) = 0.643
- multiplicity = 1
- gap between HOMO and LUMO (Ha) = 0.37511
- energy above the lowest of the compared OMol25 structures with the same formula, charge and spin (eV) = 3.421
- maximum force (eV/Å) = 3.3
- SMILES = CC(C)=N.CNC=O

```
20
C5H12N2O ωB97M-V/def2-TZVPD
C -1.73821 -1.31298 0.71520
C 0.44262 -0.16400 -1.77347
N -2.10291 0.07861 0.63625
H -2.97843 0.29071 1.10957
H -2.40397 -1.86903 0.05136
H -1.85002 -1.69602 1.73164
H -0.71247 -1.51335 0.41549
H 0.01174 0.71068 -2.25819
H 1.16055 -0.64081 -2.43945
H -0.29330 -0.92496 -1.54086
C 1.68376 -0.09538 0.75562
C 1.47253 0.53458 -0.59652
C -1.26767 1.19775 0.56830
N 2.38032 1.27567 -1.11884
O -1.25475 2.03486 1.46156
H 3.23853 1.30574 -0.55823
H -1.05152 1.49103 -0.46815
H 1.25908 -1.10053 0.78486
H 2.74625 -0.16420 1.00678
H 1.25785 0.56164 1.51709
```

=====

Record 4
C10H13ClO3STc as an isolated structure in a non-equilibrium geometry, computed with ωB97M-V/def2-TZVPD.

## Properties
- DFT total energy (eV) = -42258.0784
- HOMO energy (spin up / spin down) (eV) = -17.0 / -16.9
- LUMO energy (spin up / spin down) (eV) = -8.931 / -11.621
- multiplicity = 4
- gap between HOMO and LUMO (spin up / spin down) (Ha) = 0.29547 / 0.19463
- energy above the lowest of the compared OMol25 structures with the same formula, charge and spin (eV) = 1.597
- maximum force (eV/Å) = 6.7
- total charge = +2

```
29
C10H13ClO3STc ωB97M-V/def2-TZVPD
Cl 3.07697 -1.86738 -2.08289
C 0.87535 2.14007 0.20600
C -0.51473 2.26053 -0.14961
C -0.68100 1.71916 -1.47237
H -1.32766 2.64514 0.46639
C 0.60987 1.23212 -1.91964
C 1.56039 1.50459 -0.89143
H 2.60528 1.21680 -0.95008
H 1.32987 2.49523 1.12103
H -1.59921 1.67645 -2.05729
C 0.87172 0.58181 -3.22944
Tc 0.09825 0.18938 -0.08732
C -0.38499 0.21482 1.78049
C 1.48694 -1.08845 0.47860
O -0.65559 0.25203 2.90824
O 2.26013 -1.84158 0.86064
H 0.00165 0.02623 -3.58669
H 1.71855 -0.10595 -3.13246
H 1.10736 1.35438 -3.96814
C -3.66836 -1.83506 -1.50335
S -1.91430 -1.50788 -1.04887
C -1.85281 -2.57283 0.36292
O -0.91279 -2.12762 -2.00558
H -4.30955 -1.71861 -0.62026
H -3.70713 -2.85447 -1.87173
H -3.99939 -1.13453 -2.27033
H -2.01884 -3.58111 -0.04083
H -0.83805 -2.51232 0.76657
H -2.62880 -2.24799 1.06805
```

=====

Record 5
A 3-piece molecular cluster, C15H22Cl2O8 overall, computed with ωB97M-V/def2-TZVPD.

## Properties
- DFT total energy (eV) = -57336.6238
- HOMO energy (eV) = -9.3
- LUMO energy (eV) = 0.377
- multiplicity = 1
- gap between HOMO and LUMO (Ha) = 0.35474
- maximum force (eV/Å) = 0.7
- SMILES = C/C(Cl)=C(\Cl)OC(=O)OC[C@@H](C)O.O=C1CCCO1.O=C1CCCO1

```
47
C15H22Cl2O8 ωB97M-V/def2-TZVPD
C -1.39416 -5.32508 2.56015
C -1.83025 -3.89055 2.60204
Cl -3.29011 -3.52665 3.46083
C -1.17400 -2.89179 2.03537
Cl 0.31307 -3.14809 1.20856
O -1.57240 -1.59101 2.18448
C -1.42783 -0.71509 1.14023
O -1.57059 -1.00391 -0.00491
O -1.23560 0.52381 1.57842
C -0.69625 0.75557 2.90272
C -0.35959 2.24108 2.96094
C 0.88945 2.59087 2.14406
O -1.49068 3.02052 2.60004
H -0.48347 -5.47392 3.14625
H -1.20181 -5.63912 1.53237
H -2.17597 -5.95990 2.97289
H 0.20957 0.15713 3.02694
H -1.43454 0.48048 3.65598
H -0.18082 2.46441 4.01724
H 0.76066 3.55724 1.65866
H 1.76863 2.66297 2.78813
H 1.10444 1.83898 1.38014
H -1.87994 2.63504 1.80636
O -2.47977 -5.62148 -1.87138
C -1.87482 -4.85304 -2.55966
O -1.59832 -5.11678 -3.86278
C -0.77504 -4.07875 -4.41885
C -1.01212 -2.85874 -3.53433
C -1.29143 -3.50661 -2.18193
H 0.26440 -4.41434 -4.38719
H -1.06874 -3.93701 -5.45613
H -0.17345 -2.16599 -3.53426
H -1.89720 -2.32036 -3.87558
H -0.37786 -3.68793 -1.61309
H -1.98192 -2.95084 -1.55544
O 3.12828 5.50091 1.35636
C 2.96707 5.24893 0.19992
O 2.80073 3.97767 -0.24437
C 2.71696 3.95001 -1.67825
C 2.28447 5.35679 -2.08076
C 2.91791 6.20266 -0.97931
H 3.70170 3.69109 -2.07361
H 2.00703 3.17547 -1.95800
H 2.59821 5.62187 -3.08793
H 1.19792 5.43669 -2.02999
H 3.94320 6.49345 -1.21650
H 2.35501 7.09334 -0.71479
```

=====

Record 6
An isolated ion of composition CH6N3O3 and charge +1 in a non-equilibrium geometry, computed with ωB97M-V/def2-TZVPD.

## Properties
- DFT total energy (eV) = -11734.9931
- HOMO energy (eV) = -14.7
- LUMO energy (eV) = -3.921
- multiplicity = 1
- gap between HOMO and LUMO (Ha) = 0.39455
- energy above the lowest of the compared OMol25 structures with the same formula, charge and spin (eV) = 0.248
- maximum force (eV/Å) = 4.0
- SMILES = N/C(=[NH+]/O)N(O)O
- total charge = +1

```
13
CH6N3O3 ωB97M-V/def2-TZVPD
C -0.16686 -0.36683 0.12095
N 0.41539 -1.53800 0.22585
N 0.84022 0.72236 0.52484
N -1.47122 -0.07278 -0.02718
O 0.54033 2.02279 0.07095
O 2.11663 0.33304 0.05701
O -2.10480 1.11018 0.11371
H 1.39290 -1.41206 -0.02478
H -0.27148 -2.27701 0.17502
H -2.16043 -0.74475 -0.25011
H 1.11240 2.12481 -0.73340
H 2.65909 0.71845 0.71262
H -1.45426 1.80572 0.30400
```

=====

Record 7
C2H6N2OS as an isolated structure in a non-equilibrium geometry, computed with ωB97M-V/def2-TZVPD.

## Properties
- DFT total energy (eV) = -18029.8974
- HOMO energy (eV) = -9.2
- LUMO energy (eV) = 0.110
- multiplicity = 1
- gap between HOMO and LUMO (Ha) = 0.34041
- energy above the lowest of the compared OMol25 structures with the same formula, charge and spin (eV) = 4.908
- maximum force (eV/Å) = 6.1

```
12
C2H6N2OS ωB97M-V/def2-TZVPD
C -1.05113 -0.86814 0.09119
C -0.52226 0.65875 0.07840
H -3.00696 -1.26196 0.89459
H -0.88224 -1.41999 0.93455
H -0.41135 -1.48875 -0.60568
H -2.23004 1.09218 -0.01224
H 1.53478 1.71210 -0.40467
H 2.95990 -0.10476 1.24169
N -1.33067 1.66980 -0.00450
N 0.95633 0.83510 0.05127
O -2.54764 -0.87499 -0.21083
S 2.15486 -0.48793 -0.10666
```